i | DFT (the ωB97M-V functional and the def2-TZVPD basis) results for a 2-piece molecular cluster, C3H3NO2 overall.

Each line ends with the Mulliken charge.
CARTESIAN COORDINATES (ANGSTROEM)
O -0.30817 1.27820 -1.28049  -0.30
O -0.79610 -1.78598 -0.57102  -0.57
N -3.21098 0.01286 0.41910  -0.39
C -0.91029 0.67679 -0.34514  0.44
C -2.15192 0.26561 0.01079  0.26
C 0.41199 1.11626 -0.06268  -0.14
H 0.52624 2.01521 0.57183  0.23
H 1.42952 0.58630 -0.11144  0.20
H 0.06482 -1.91088 -1.02437  0.27

HOMO level (spin up / spin down): -10.979 / -8.826 eV
LUMO level (spin up / spin down): -0.0386 / -0.0573 hartree

ii | DFT (the ωB97M-V functional and the def2-TZVPD basis) results for the molecule C3H3NO2.

Each line ends with the Mulliken charge.
CARTESIAN COORDINATES (ANGSTROEM)
O -1.58406 1.83570 -0.78015  -0.44
O -0.95169 0.19011 1.13591  -0.46
N 0.17756 0.34216 -0.88160  -0.04
C -0.87702 0.97352 -0.42228  0.43
C 0.67731 -0.74136 -0.09768  -0.50
C 0.03584 -0.67214 1.07849  -0.07
H 0.17242 -1.24093 1.89804  0.48
H 1.55608 -1.33784 -0.28982  0.34
H 0.79357 0.65078 -1.64090  0.25

HOMO level: -8.550 eV
SMILES: O=c1[nH]cco1
LUMO level: 0.0227 hartree

Which of them is least stable? Easy: i.

i | DFT (the ωB97M-V functional and the def2-TZVPD basis) results for the molecule C3H3NO2.

Each line ends with the Mulliken charge.
CARTESIAN COORDINATES (ANGSTROEM)
O 0.74576 1.29985 -0.56853  -0.12
O -1.98632 -0.54702 0.40780  -0.49
N -0.60361 1.15659 -0.26156  -0.45
C 0.49543 -0.81365 0.09682  -0.53
C -0.75759 -0.08696 0.11484  0.63
C 1.31951 0.12194 -0.40881  -0.06
H -2.61845 0.18510 0.30175  0.35
H 1.02445 -1.31000 0.86805  0.27
H 2.38082 -0.00584 -0.55036  0.41

HOMO level: -10.059 eV
SMILES: Oc1ccon1
LUMO level: 0.0329 hartree

ii | DFT (the ωB97M-V functional and the def2-TZVPD basis) results for a 2-piece molecular cluster, C3H3NO2 overall.

Each line ends with the Mulliken charge.
CARTESIAN COORDINATES (ANGSTROEM)
O -0.03131 1.11290 -1.35163  -0.42
O -2.18160 -0.42145 -0.38673  -0.37
N 2.46087 -0.96821 -0.18616  -0.29
C -1.05324 -0.66777 -0.06960  0.09
C 0.11763 0.12293 -0.69126  0.25
C 1.44958 -0.44643 -0.39275  0.32
H -0.77628 -1.45344 0.66315  0.35
H 0.09412 1.13993 1.48718  0.00
H -0.04206 1.65318 0.97157  0.07

HOMO level: -11.101 eV
SMILES: N#CC(=O)C=O.[H][H]
LUMO level: -0.0710 hartree

Which of them is least stable? Easy: ii.

i | DFT (the ωB97M-V functional and the def2-TZVPD basis) results for the molecule C4H9N.

Each line ends with the Mulliken charge.
CARTESIAN COORDINATES (ANGSTROEM)
N 0.59304 -0.75924 0.29135  -0.31
C -0.55834 -0.07944 -1.67488  -0.95
C 1.75796 -0.11502 1.03103  -0.76
C -1.64035 0.48240 0.33421  -1.24
C -0.35954 0.04164 -0.35222  0.66
H -2.25759 -0.33135 0.15503  0.30
H 1.11737 -1.22580 -0.48106  0.25
H -1.33332 0.54942 -2.30572  0.23
H 2.38420 0.43702 0.33401  0.32
H 1.41116 0.60143 1.89138  0.25
H -1.63721 0.68487 1.38034  0.37
H 2.33681 -0.94634 1.60358  0.27
H -1.85121 1.49324 0.01233  0.38
H 0.03700 -0.83284 -2.21938  0.23

HOMO level: -8.238 eV
SMILES: C=C(C)NC
LUMO level: 0.0378 hartree

ii | DFT (the ωB97M-V functional and the def2-TZVPD basis) results for C4H9N as an isolated structure.

Each line ends with the Mulliken charge.
CARTESIAN COORDINATES (ANGSTROEM)
N 1.35412 1.17616 0.64042  -0.74
C 0.80820 -1.39644 0.33614  -1.04
C -1.84494 -0.36640 -0.70655  -0.88
C 0.52213 -0.02660 0.06115  0.53
C -0.72891 0.58002 -0.28847  -0.49
H 0.62245 1.50169 1.26622  0.28
H -2.59154 0.13981 -1.32554  0.35
H -0.90250 1.63609 -0.51872  0.44
H 1.49851 -1.85294 -0.34357  0.24
H 2.02452 0.79178 1.30319  0.36
H 0.30543 0.32265 -1.13234  0.09
H -1.27771 -1.00743 -1.37671  0.32
H -2.42091 -0.70379 0.15751  0.25
H 0.72459 -1.77100 1.34686  0.28

HOMO level: -6.120 eV
LUMO level: -0.0069 hartree

Which of them is least stable? Easy: ii.

i | DFT (the ωB97M-V functional and the def2-TZVPD basis) results for the molecule C4H9N.

Each line ends with the Mulliken charge.
CARTESIAN COORDINATES (ANGSTROEM)
N -0.47429 -0.31547 -0.50712  0.01
C -0.60569 -0.45728 -1.92118  -0.76
C 1.33421 0.63129 1.15851  -1.30
C -1.08874 0.09737 0.68005  -0.60
C 0.32016 -0.45299 0.64858  0.02
H 0.37455 -0.33843 -2.39351  0.29
H -1.01141 -1.43514 -2.24408  0.23
H -1.99712 -0.38267 1.05472  0.29
H 1.14518 1.68944 0.89152  0.35
H 1.31875 0.63178 2.26125  0.33
H -1.27449 0.31402 -2.32263  0.30
H -0.93218 1.14376 0.95732  0.20
H 0.57904 -1.48041 0.94318  0.32
H 2.35144 0.41849 0.83633  0.32

HOMO level: -7.874 eV
SMILES: C[C@H]1CN1C
LUMO level: 0.0411 hartree

ii | DFT (the ωB97M-V functional and the def2-TZVPD basis) results for a 2-piece molecular cluster, C4H9N overall.

Each line ends with the Mulliken charge.
CARTESIAN COORDINATES (ANGSTROEM)
N -1.58527 1.00853 -1.59552  -0.44
C 1.66933 -0.68718 -0.02354  -0.86
C -2.13622 -0.31467 0.56288  -0.80
C -1.69527 0.44048 -0.59117  0.43
C 1.36413 0.80128 -0.14667  -0.58
H 2.00724 1.26405 -0.89306  0.31
H 1.42385 -1.19418 -0.95710  0.29
H 2.72559 -0.85258 0.18729  0.33
H -3.20626 -0.50513 0.48205  0.33
H 0.32401 0.86183 -0.67260  -0.01
H 1.07091 -1.13646 0.77107  0.22
H -1.58339 -1.25280 0.61236  0.25
H -1.92610 0.26315 1.46295  0.26
H 1.54745 1.30368 0.80108  0.26

HOMO level: -10.683 eV
SMILES: CC#N.CC
LUMO level: 0.0292 hartree

iii | DFT (the ωB97M-V functional and the def2-TZVPD basis) results for C4H9N as an isolated structure.

Each line ends with the Mulliken charge.
CARTESIAN COORDINATES (ANGSTROEM)
N -0.46909 -0.48127 0.46041  -0.29
C 0.80425 -0.22903 -1.87657  -1.03
C -0.44002 -0.38164 1.93125  -0.85
C 0.82921 0.42766 -0.51122  -0.08
C -0.54930 0.85780 -0.13611  -0.49
H 1.62419 -0.93955 -2.02183  0.32
H 0.27543 0.37826 2.28911  0.35
H -0.17919 -1.36152 2.35127  0.30
H -0.64437 1.67320 0.58603  0.29
H 0.95707 0.59595 -2.58622  0.32
H -1.45235 -0.10752 2.26108  0.33
H -0.14927 -0.71189 -2.13809  0.33
H -1.30774 0.91085 -0.92158  0.25
H 0.70120 -0.63131 0.31248  0.25

HOMO level: -8.452 eV
LUMO level: 0.0456 hartree

iv | DFT (the ωB97M-V functional and the def2-TZVPD basis) results for a 2-piece molecular cluster, C4H9N overall.

Each line ends with the Mulliken charge.
CARTESIAN COORDINATES (ANGSTROEM)
N -0.13269 -0.65939 -0.25167  -0.04
C 0.28970 -1.88466 -0.10419  -0.46
C -1.31284 0.06064 -0.72244  -0.50
C 0.93031 1.71135 -0.30783  -1.12
C -0.09036 0.64540 -0.14653  0.33
H -0.22787 -0.89109 2.34528  0.03
H -2.21378 -0.04191 -0.10956  0.21
H -1.48940 -0.02369 -1.80298  0.27
H 1.16158 1.93185 -1.36169  0.31
H -0.27446 -0.15661 2.19446  -0.08
H -0.39954 -2.69442 -0.29992  0.24
H 1.30902 -2.05462 0.21854  0.27
H 0.58977 2.64136 0.16002  0.30
H 1.86056 1.41579 0.18850  0.26

HOMO level: -6.947 eV
LUMO level: 0.0409 hartree

Which of them is least stable? Easy: iv.

i | DFT (the ωB97M-V functional and the def2-TZVPD basis) results for a 2-piece molecular cluster, C4H9N overall.

Each line ends with the Mulliken charge.
CARTESIAN COORDINATES (ANGSTROEM)
N 0.24312 -1.54522 3.49483  -0.48
C -0.13330 -0.05099 -2.72361  -1.06
C -1.01750 -1.45702 3.78718  -0.24
C 1.02523 1.44809 -1.03092  -0.76
C 0.35458 1.23153 -2.27589  0.15
H -1.51264 -0.70610 4.59542  0.17
H -0.19801 -0.77844 -1.87951  0.30
H -1.13236 -0.03158 -3.16891  0.29
H 0.28663 2.04398 -3.05836  0.25
H 0.64898 -0.67132 3.88447  0.25
H 1.40126 2.46078 -0.76419  0.24
H 0.50444 -0.41383 -3.46227  0.28
H -1.67209 -2.04422 3.25972  0.29
H 1.20166 0.51433 -0.65796  0.30

HOMO level: -9.074 eV
SMILES: C=CC.C=N
LUMO level: 0.0392 hartree

ii | DFT (the ωB97M-V functional and the def2-TZVPD basis) results for the molecule C4H9N.

Each line ends with the Mulliken charge.
CARTESIAN COORDINATES (ANGSTROEM)
N 0.91357 -0.14400 -1.39677  -0.73
C -0.94803 0.98964 -0.27246  -1.17
C -0.50025 -0.96278 0.61550  -1.46
C 0.06764 0.12054 -0.24071  1.57
C 1.51656 0.22537 -0.06742  -0.84
H 0.96311 -1.04013 -1.39558  0.24
H 2.07400 -0.42426 0.50805  0.30
H -0.67789 1.36497 0.80505  0.29
H -0.94923 -0.52554 1.63167  0.29
H -1.00957 1.90705 -1.02832  0.29
H -1.51724 -1.64277 0.40412  0.29
H -2.11448 0.72433 -0.35276  0.23
H 2.10568 1.16368 -0.15149  0.24
H 0.07613 -1.75610 0.94115  0.46

HOMO level: -9.857 eV
SMILES: CC1(C)CN1
LUMO level: 0.0369 hartree

iii | DFT (the ωB97M-V functional and the def2-TZVPD basis) results for a 2-piece molecular cluster, C4H9N overall.

Each line ends with the Mulliken charge.
CARTESIAN COORDINATES (ANGSTROEM)
N 0.56567 -0.03170 0.38005  -0.25
C -0.82007 -0.37915 0.04981  -0.01
C 1.31050 1.05957 -0.25236  -0.88
C 0.22828 -1.28430 -0.38302  -0.25
C -1.91622 0.28134 -0.29468  -0.80
H -2.73677 -0.25121 -0.75464  0.24
H 0.44851 -2.19661 0.15586  0.30
H 1.00392 1.19872 -1.28996  0.34
H 0.45493 -0.34854 1.58241  -0.01
H 0.51102 -1.25688 -1.43023  0.26
H 2.37585 0.82671 -0.25095  0.33
H -2.10333 1.28112 0.06985  0.26
H -0.42645 -0.88798 2.13808  0.15
H 1.10415 1.98892 0.27977  0.32

HOMO level: -7.244 eV
LUMO level: 0.0293 hartree

Which of them is least stable? Easy: iii.

i | DFT (the ωB97M-V functional and the def2-TZVPD basis) results for the molecule C4H9N.

Each line ends with the Mulliken charge.
CARTESIAN COORDINATES (ANGSTROEM)
N -1.07339 -1.31188 1.36915  -0.61
C 0.93481 2.07046 -0.19097  -0.64
C 1.04178 0.76670 -0.38766  -0.18
C -0.20528 -0.08870 -0.66631  -0.38
C -0.29332 -1.42200 0.04231  -0.50
H -2.06061 -1.01265 1.34742  0.25
H -0.15132 -0.26814 -1.86294  0.20
H -0.72628 -2.14329 -0.66078  0.31
H 1.77821 2.80180 0.02073  0.25
H 0.67591 -2.02901 0.10657  0.29
H -0.11677 2.54348 -0.07062  0.19
H -1.15683 0.52349 -0.48466  0.24
H 1.87076 0.18297 -0.59997  0.35
H -0.51766 -0.61322 2.03775  0.24

HOMO level: -9.081 eV
SMILES: C=CCCN
LUMO level: 0.0413 hartree

ii | DFT (the ωB97M-V functional and the def2-TZVPD basis) results for the molecule C4H9N.

Each line ends with the Mulliken charge.
CARTESIAN COORDINATES (ANGSTROEM)
N 0.91010 1.30938 -0.01890  -0.62
C 1.50227 -0.98175 -0.00008  -1.32
C -2.17167 -0.15935 -0.16146  -0.69
C 0.39801 0.01026 -0.29306  0.50
C -0.95893 -0.23969 0.40730  -0.35
H 1.33933 -2.01854 -0.45855  0.33
H 1.69044 -1.12173 1.09358  0.33
H -3.04012 -0.23059 0.41557  0.30
H -2.28199 0.06932 -1.22617  0.24
H 0.11704 1.94617 0.07954  0.27
H 2.43704 -0.63273 -0.52394  0.35
H -0.96798 -0.36534 1.51069  0.21
H 1.48779 1.36786 0.89839  0.27
H 0.22973 0.04311 -1.37304  0.19

HOMO level: -9.112 eV
SMILES: C=C[C@H](C)N
LUMO level: 0.0447 hartree

iii | DFT (the ωB97M-V functional and the def2-TZVPD basis) results for C4H9N as an isolated structure.

Each line ends with the Mulliken charge.
CARTESIAN COORDINATES (ANGSTROEM)
N -2.01332 0.56931 -0.37012  -0.64
C 1.91982 0.05454 0.10617  -0.88
C 0.98648 -0.72188 -0.66204  0.02
C 0.09199 -0.58240 0.48017  -0.33
C -0.85754 0.60043 0.55300  -0.70
H 0.53955 -0.25119 -1.54468  0.17
H -2.46726 -0.34027 -0.33064  0.26
H 0.35449 -1.11174 1.39215  0.41
H 1.27277 -1.71931 -1.03104  0.24
H -0.30958 1.51432 0.33566  0.33
H -1.22969 0.75140 1.57135  0.32
H 2.61673 0.71155 -0.40839  0.28
H 2.24927 -0.27924 1.08179  0.25
H -1.62603 0.59836 -1.31023  0.27

HOMO level: -7.718 eV
LUMO level: 0.0174 hartree

Which of them is least stable? Easy: iii.